Entry 1:
C5H5F2INP | the ωB97M-V functional and the def2-TZVPD basis

HOMO level (spin up / spin down)	-7.4 / -7.4	eV
multiplicity	1
E	-1086.9526	hartree
HOMO-LUMO gap (spin up / spin down)	7.0 / 7.0	eV
SMILES string	F[PH2]=C(F)c1ccc(I)[nH]1

Last column: Mulliken charge in e.
Positions of all 15 atoms, in Å:
F 2.9565 -2.2254 -0.2320  -0.26
P 1.5472 -1.9952 -0.9789  0.37
C 1.0988 -0.6610 0.1337  0.08
F 1.3712 -1.1704 1.4685  -0.30
C -0.0902 0.1674 0.0623  0.06
C -0.5232 1.1301 -0.9036  -0.47
C -1.5546 1.8331 -0.3104  -0.21
C -1.6425 1.4169 0.9636  -0.27
I -2.9311 2.2190 2.5212  0.05
N -0.7830 0.3608 1.2164  -0.10
H 1.5788 -3.3814 -1.2202  0.02
H 1.9488 -1.5115 -2.2439  0.06
H -0.1827 1.1651 -1.9375  0.36
H -2.1659 2.7143 -0.7099  0.32
H -0.6281 -0.0618 2.1709  0.29



Entry 2:
C5H5F2N | the ωB97M-V functional and the def2-TZVPD basis

HOMO level	-9.1	eV
multiplicity	1
E	-447.8249	hartree
energy relative to the best compared isomer or geometry (same formula, charge and spin)	119.2	kcal/mol
HOMO-LUMO gap	9.8	eV
SMILES string	N=C=CCF.C#CF

Last column: Mulliken charge in e.
Positions of all 13 atoms, in Å:
N -1.6259 1.4587 0.3419  -0.49
C -0.7003 0.7587 0.6585  0.56
C 0.2388 -0.1047 0.8223  -0.67
C 1.7028 0.1218 1.4697  -0.27
F 1.9271 -0.6782 2.5653  -0.27
H -2.3486 1.8312 1.0367  0.30
H -0.0557 -1.1026 0.4329  0.33
H 1.9573 1.1355 1.7036  0.31
H 2.4764 -0.2606 0.8261  0.20
C -0.3205 -0.5351 -2.3701  -0.52
C -1.3701 -1.0582 -2.5922  0.46
F -2.5296 -1.5709 -2.5925  -0.25
H 0.6484 0.0046 -2.3021  0.31



Entry 3:
C5H5FHgLiO3 | the ωB97M-V functional and the def2-TZVPD basis

HOMO level (spin up / spin down)	-7.3 / -8.4	eV
multiplicity	2
E	-679.9539	hartree
HOMO-LUMO gap (spin up / spin down)	7.0 / 7.8	eV
⟨S²⟩	0.75

Last column: Mulliken charge in e.
Positions of all 16 atoms, in Å:
C 0.6203 -2.4948 1.7621  0.24
C 1.2206 -1.9646 0.6284  -0.80
O 1.1474 -0.7995 -1.4160  -0.89
C 0.6376 -1.0119 -0.2807  1.13
O -0.5188 -2.2163 2.2561  -0.70
H 1.1500 -3.3617 2.2061  0.31
H 2.1745 -2.3942 0.3221  0.28
C -0.9476 2.6682 -1.4478  -0.20
C -0.2478 2.2171 -0.3589  -0.44
O -0.4218 -0.3132 0.0666  -0.91
Hg -1.8006 -1.2073 1.6492  0.48
Li -0.3210 0.2901 -2.0128  0.87
F -2.2879 2.8890 -1.3009  -0.27
H -0.4713 3.2933 -2.2098  0.39
H -0.7734 2.1450 0.5972  0.21
H 0.8399 2.2608 -0.4609  0.30